{"formula": "C35H35InN3O3P2", "method": "ωB97M-V/def2-TZVPD", "e_tot_ev": -71216.869, "total_charge": 1, "homo_energy_ev": -10.092, "largest_force_ev_per_a": 4.6, "multiplicity": 1, "e_above_lowest_kcal_mol": 0.0, "elements": ["H", "C", "H", "H", "H", "C", "C", "H", "P", "N", "H", "O", "C", "H", "C", "O", "C", "H", "C", "C", "C", "H", "O", "C", "C", "H", "C", "H", "H", "H", "C", "H", "C", "H", "H", "C", "C", "In", "C", "N", "C", "C", "H", "C", "C", "H", "H", "C", "H", "C", "H", "H", "C", "C", "P", "H", "H", "C", "H", "H", "H", "H", "H", "C", "H", "C", "C", "C", "C", "H", "N", "H", "C", "H", "H", "C", "C", "C", "H"], "positions_angstrom": [[1.348, 0.137, 4.404], [-0.605, 0.617, 5.232], [-4.270, -0.132, -3.345], [2.087, -4.518, -3.220], [1.594, -3.465, -0.394], [2.019, -3.440, -3.361], [-3.226, -0.436, -3.201], [0.236, 3.252, -3.535], [-2.982, -0.347, -1.296], [-0.672, -1.106, -3.757], [-2.518, 1.340, 5.869], [1.556, -0.545, 1.864], [-0.961, 0.163, -4.155], [1.442, 3.869, 1.594], [2.948, -1.200, -3.483], [-1.298, -2.115, 4.218], [1.713, -0.666, -4.023], [-2.378, -4.007, 0.552], [-1.576, -2.163, 3.099], [5.593, 2.213, 4.176], [-2.692, 1.826, -4.228], [2.557, 3.779, 4.242], [-0.130, 3.144, -0.372], [0.083, 1.159, -4.311], [4.032, 1.096, 2.711], [6.045, 0.442, 3.020], [0.667, -4.016, -0.177], [-3.757, 2.005, -4.311], [-1.827, -5.298, -0.571], [-1.406, -3.455, -3.362], [-3.355, 1.408, -0.934], [-2.999, -4.049, -1.148], [1.484, 0.755, -4.251], [-2.460, 3.307, 4.323], [3.703, -0.563, -2.987], [-1.666, 1.507, 5.216], [4.613, 3.152, 4.521], [-1.395, -0.575, 1.186], [0.454, 2.427, 0.439], [1.381, 2.881, 1.406], [5.301, 1.185, 3.281], [-4.444, -1.190, -0.584], [3.790, 0.294, 2.019], [-2.311, 0.523, -3.935], [-2.135, -4.247, -0.495], [-1.077, -1.091, -0.373], [-0.262, -4.722, -2.806], [0.589, -1.584, -3.898], [-2.091, 3.862, -4.304], [-1.636, 2.609, 4.366], [4.099, -3.048, -3.139], [-4.451, -2.247, -0.890], [0.494, 0.821, 4.414], [-0.373, 2.512, -4.067], [-0.740, -3.166, -0.989], [-4.368, -1.109, 0.512], [4.825, 3.961, 5.231], [3.125, -2.576, -3.322], [0.482, -4.018, 0.907], [0.754, -5.053, -0.534], [-3.111, -1.494, -3.492], [-0.514, 3.709, 2.865], [-3.731, 1.470, 0.098], [1.251, 0.643, 1.601], [2.168, 1.445, -3.701], [-1.723, 2.836, -4.210], [3.331, 3.052, 3.957], [0.506, 1.902, 3.523], [0.741, -2.920, -3.432], [-2.433, 2.005, -1.025], [0.392, 1.026, 0.616], [6.575, 2.278, 4.637], [-0.540, 2.830, 3.525], [-4.125, 1.784, -1.623], [-0.598, -0.243, 5.892], [-0.454, -3.639, -2.832], [1.629, 1.893, 2.429], [3.039, 2.010, 3.051], [-5.355, -0.683, -0.926]]}

{"formula": "C35H35N5O20", "method": "ωB97M-V/def2-TZVPD", "e_tot_ev": -85241.497, "homo_energy_ev": -9.700, "largest_force_ev_per_a": 3.8, "smiles": "O=C1C=CC(=O)C=C1.O=C1C=CC(=O)C=C1.O=C1C=CC(=O)C=C1.O=C1C=CC(=O)C=C1.O=C1C=CC(=O)C=C1.C[N+](=O)[O-].C[N+](=O)[O-].C[N+](=O)[O-].C[N+](=O)[O-].C[N+](=O)[O-]", "multiplicity": 1, "elements": ["H", "O", "H", "H", "C", "C", "C", "H", "H", "O", "O", "C", "H", "H", "H", "O", "N", "H", "C", "C", "O", "O", "H", "C", "C", "C", "C", "O", "N", "C", "H", "H", "N", "H", "C", "H", "O", "O", "H", "C", "H", "C", "O", "H", "C", "H", "H", "C", "C", "O", "C", "N", "O", "C", "C", "H", "H", "C", "C", "H", "H", "O", "C", "C", "H", "C", "H", "C", "C", "O", "H", "O", "H", "C", "O", "C", "C", "O", "H", "H", "O", "N", "C", "H", "H", "C", "H", "O", "O", "H", "H", "C", "H", "C", "C"], "positions_angstrom": [[-1.770, 2.034, -3.483], [0.184, -7.080, 4.716], [1.468, 4.640, 3.150], [-3.925, 3.181, -2.682], [-1.162, 5.141, -2.097], [3.759, -2.408, 1.035], [2.510, -1.993, 0.833], [-0.264, -2.682, 4.400], [-1.081, 4.924, -3.151], [-0.445, 7.321, -1.379], [-1.144, 1.399, 4.792], [1.756, -3.352, 4.462], [2.397, 3.640, -2.881], [4.612, -1.870, 0.819], [-0.847, 4.277, -1.516], [-6.253, 2.200, -3.198], [0.931, 4.081, 1.220], [-0.645, -5.694, -1.745], [-3.865, 2.241, -3.267], [3.921, -3.748, 1.606], [-4.128, 1.337, 1.988], [1.885, -2.770, -3.976], [-2.173, 5.464, -1.757], [-0.445, -4.647, -2.071], [1.362, 5.107, 2.189], [-1.131, -2.293, -2.087], [-2.771, 0.320, -4.278], [-1.742, -0.171, -4.787], [-0.081, 1.791, 5.341], [-3.868, 2.936, 3.630], [-4.248, -1.266, -4.855], [2.314, 5.414, 1.817], [-3.675, 2.446, 2.220], [0.571, -4.768, 1.703], [2.579, -4.467, 4.723], [0.547, -0.104, 5.010], [0.273, -2.441, 0.706], [4.099, -0.410, -3.666], [-1.292, -4.822, 4.878], [3.299, 0.493, -3.915], [2.252, -0.689, -5.432], [0.003, -1.985, -2.778], [0.973, 5.786, -2.056], [4.111, 2.057, -2.585], [2.079, -5.685, 4.898], [1.309, -5.186, -3.114], [3.615, -4.164, 4.787], [-1.406, -3.654, -1.591], [2.771, -4.707, 1.620], [1.313, 0.752, -0.626], [0.328, -3.552, 4.557], [-0.130, 6.207, -1.826], [0.118, 2.972, 5.549], [0.923, 0.740, 5.576], [-0.916, 0.755, -0.041], [2.256, -1.063, 0.404], [-1.801, -1.470, -1.815], [1.314, 2.528, -4.445], [3.383, 1.867, -3.319], [0.914, 0.620, 6.674], [0.729, 1.133, -6.054], [4.936, -4.097, 2.152], [-0.213, -4.778, 4.751], [1.522, -4.317, 1.471], [3.122, -5.658, 1.991], [1.360, -2.928, 0.968], [-1.740, 0.610, -0.690], [2.377, 2.768, -3.504], [1.430, 1.290, -5.216], [0.322, 3.221, -4.502], [0.218, -1.004, -3.216], [-0.241, 3.751, 1.236], [-4.415, 2.115, 4.048], [-2.742, 1.655, -3.710], [1.800, 3.578, 0.502], [-4.135, -0.283, -4.479], [0.589, -4.406, -2.855], [-2.272, -3.974, -0.835], [-6.247, -0.093, -4.161], [0.478, 5.754, 2.211], [-3.132, 3.222, 1.456], [0.170, 1.091, -0.992], [0.958, -3.039, -3.268], [-1.055, 1.688, 0.484], [-0.577, -0.066, 0.620], [-5.242, 0.312, -4.094], [1.878, 1.132, 5.145], [2.253, -2.261, 4.395], [-0.052, 1.754, -1.960], [2.695, -6.565, 5.136], [-2.912, 3.109, 4.198], [-5.210, 1.617, -3.417], [-4.449, 3.832, 3.402], [2.232, 0.297, -4.928], [0.646, -5.992, 4.833]]}

{"formula": "C35H36As2ORhSe", "method": "ωB97M-V/def2-TZVPD", "e_tot_ev": -228951.191, "total_charge": 1, "homo_energy_ev": [-10.568, -10.569], "largest_force_ev_per_a": 1.2, "multiplicity": 1, "e_above_lowest_kcal_mol": 31.8, "elements": ["H", "H", "H", "H", "C", "C", "C", "As", "H", "H", "H", "C", "H", "C", "C", "C", "C", "O", "C", "C", "H", "H", "H", "Se", "C", "C", "Rh", "H", "H", "C", "H", "H", "H", "As", "H", "H", "H", "H", "H", "H", "H", "H", "C", "C", "H", "C", "C", "C", "C", "C", "C", "C", "C", "C", "C", "C", "H", "H", "H", "H", "C", "C", "C", "C", "H", "C", "H", "C", "H", "H", "H", "H", "C", "H", "C", "C"], "positions_angstrom": [[0.534, -1.442, -3.305], [4.185, 0.613, -2.616], [3.900, -1.552, 1.005], [2.846, -4.096, 2.590], [2.330, -3.021, 0.820], [-1.723, 6.544, 1.345], [3.162, 0.968, -2.632], [-1.063, 2.533, 2.184], [2.275, -2.460, 2.922], [-0.239, 3.639, -0.711], [4.480, -3.222, 0.917], [2.633, 0.614, 2.936], [-0.490, -2.991, -4.921], [-0.659, 4.437, -0.113], [-1.309, 6.750, 0.039], [1.711, 2.378, 0.976], [-1.795, -2.811, 2.081], [1.377, -2.098, 0.270], [-3.576, -4.397, 2.387], [-0.775, 5.694, -0.689], [-0.674, -3.005, 0.267], [-1.925, 5.140, 2.946], [-0.449, 5.850, -1.710], [-0.828, -1.339, 2.838], [-1.505, -3.371, 0.845], [3.736, -2.524, 0.530], [0.645, -0.632, 1.228], [3.734, 2.441, 0.311], [3.557, 2.530, -4.048], [0.529, 1.850, -2.695], [-3.053, -2.903, 3.831], [1.209, 3.302, -4.115], [1.120, -3.723, 2.473], [-0.454, -0.119, -0.807], [3.900, -2.416, -0.543], [-3.042, -1.607, -0.919], [2.484, -0.492, -1.211], [-2.791, -3.817, -4.565], [2.150, -3.937, 0.249], [-2.752, 0.821, -0.990], [-2.029, -4.872, -0.587], [-3.885, -5.782, 0.778], [-3.299, -4.949, 1.144], [-2.485, -1.887, -1.804], [1.396, 3.093, 0.232], [1.491, 2.479, -3.472], [2.809, 2.041, -3.438], [-1.050, -2.678, -4.051], [2.122, -3.337, 2.289], [0.788, 1.852, 1.897], [3.505, 1.114, 1.988], [0.889, 0.794, -1.861], [2.205, 0.343, -1.842], [-1.602, 5.286, 1.922], [-1.199, -1.401, -2.026], [1.286, 1.003, 2.906], [0.652, 0.759, 3.750], [-2.267, 0.479, 1.514], [-0.499, 2.185, -2.763], [-4.059, -3.128, -2.555], [-1.070, 4.216, 1.203], [-0.472, -1.805, -3.140], [-2.829, -3.330, 2.861], [-2.341, -3.145, -3.846], [-2.137, 7.361, 1.921], [-2.191, 1.428, 0.988], [-1.565, 2.101, -1.000], [-2.262, -4.437, 0.378], [4.551, 0.837, 2.013], [-1.399, 7.729, -0.412], [2.986, -0.032, 3.729], [-4.379, -4.798, 2.993], [3.042, 2.014, 1.025], [-3.177, 1.891, 1.067], [-1.864, 1.197, -0.480], [-3.057, -2.755, -2.720]]}